Record 1
{"formula": "C36H46N3O8RuS3Si3", "method": "ωB97M-V/def2-TZVPD", "s2": 0.7727, "multiplicity": 2, "charge": -2, "e_above_lowest_kcal_mol": 49.7, "orbital_gap_ev": [7.10, 7.04], "symbols": ["Ru", "C", "Si", "C", "C", "C", "Si", "C", "C", "C", "Si", "C", "C", "C", "C", "C", "C", "C", "N", "H", "H", "H", "H", "H", "H", "H", "H", "H", "H", "H", "H", "H", "H", "H", "H", "H", "H", "H", "H", "H", "H", "H", "H", "H", "H", "H", "H", "O", "S", "O", "O", "C", "C", "C", "C", "C", "C", "S", "O", "O", "O", "H", "H", "H", "H", "C", "C", "C", "C", "C", "C", "N", "C", "C", "C", "C", "C", "C", "C", "O", "O", "C", "C", "H", "H", "H", "H", "H", "H", "H", "H", "H", "H", "H", "H", "H", "H", "S", "C", "N"], "xyz": [[0.7100, 0.0545, 1.1023], [-2.3291, -3.2716, 1.8355], [-1.8697, -1.7474, 2.8572], [-3.2061, -0.4533, 2.6576], [-2.2549, -2.3859, 4.6274], [-0.0524, -1.2630, 3.0076], [0.3122, 0.0738, 4.2314], [1.8781, 1.0896, 4.1078], [0.5689, -0.7120, 5.9568], [-1.0908, 1.2772, 4.5033], [1.1242, -2.6342, 2.8357], [0.5643, -4.2739, 3.5928], [2.8190, -2.5298, 3.6261], [1.2459, -2.8979, 0.9832], [1.3788, -4.1261, 0.3571], [1.4402, -4.1992, -1.0269], [1.3761, -3.0336, -1.7562], [1.2351, -1.8283, -1.0883], [1.1646, -1.7679, 0.2424], [-3.1620, -3.7791, 2.3334], [-1.5177, -3.9886, 1.7182], [-2.6306, -2.9889, 0.8295], [-3.7200, -0.2866, 3.6060], [-3.9305, -0.8041, 1.9156], [-2.8150, 0.4983, 2.3046], [-3.2259, -2.8973, 4.6364], [-2.3196, -1.5446, 5.3223], [-1.5073, -3.0756, 5.0205], [2.7675, 0.4593, 4.0657], [1.9042, 1.6908, 5.0230], [1.9231, 1.7602, 3.2478], [1.3870, -1.4362, 5.9427], [-0.3257, -1.2352, 6.2987], [0.8163, 0.0561, 6.6983], [-1.3478, 1.8371, 3.6039], [-0.7759, 1.9872, 5.2752], [-1.9945, 0.7698, 4.8459], [0.4994, -4.1386, 4.6755], [1.3218, -5.0433, 3.4036], [-0.3991, -4.6447, 3.2532], [2.7109, -2.5871, 4.7110], [3.3735, -1.6329, 3.3763], [3.3999, -3.3980, 3.2976], [1.4335, -5.0220, 0.9614], [1.5419, -5.1568, -1.5242], [1.4146, -3.0322, -2.8363], [1.1700, -0.8887, -1.6071], [-1.1098, 3.1960, -0.5112], [-1.8295, 2.5483, 0.5556], [-2.4900, 3.4322, 1.4917], [-1.0850, 1.4898, 1.2771], [-3.2050, 1.6660, -0.2347], [-4.4111, 2.3594, -0.2535], [-5.5543, 1.7972, -0.8005], [-5.5171, 0.5174, -1.3253], [-4.3230, -0.1875, -1.3224], [-3.1699, 0.3801, -0.7942], [-1.6807, -0.5866, -0.9223], [-0.6428, 0.3589, -1.2974], [-1.9403, -1.6244, -1.8970], [-1.4218, -1.0962, 0.4391], [-4.4346, 3.3410, 0.1989], [-6.4802, 2.3612, -0.8067], [-6.4111, 0.0671, -1.7409], [-4.2560, -1.1814, -1.7420], [-0.7142, 0.5803, -6.7375], [0.6957, 0.6012, -6.1999], [1.7022, -0.0212, -6.9324], [2.9983, -0.0887, -6.4472], [3.2931, 0.4765, -5.2190], [2.3055, 1.1158, -4.4769], [2.6699, 1.5701, -3.1793], [2.3479, 2.8387, -2.7159], [2.4217, 3.9304, -3.5912], [2.1844, 5.2161, -3.1463], [1.8684, 5.4549, -1.8109], [1.7787, 4.3758, -0.9505], [2.0211, 3.0717, -1.3751], [1.8245, 1.9784, -0.3798], [2.0107, 0.7766, -0.7381], [1.4808, 2.2307, 0.8038], [0.9875, 1.1913, -4.9605], [-0.0998, 1.8250, -4.1293], [-0.7486, 0.0364, -7.6824], [-1.1007, 1.5867, -6.9123], [-1.3975, 0.0912, -6.0417], [1.4566, -0.4711, -7.8884], [3.7744, -0.5787, -7.0227], [4.2886, 0.4251, -4.7964], [2.6068, 0.8658, -2.4461], [2.6685, 3.7425, -4.6300], [2.2348, 6.0389, -3.8511], [1.6761, 6.4589, -1.4563], [1.4816, 4.5057, 0.0813], [0.0743, 2.8900, -3.9812], [-0.1458, 1.3763, -3.1319], [-1.0780, 1.7081, -4.5880], [5.1408, -0.7214, 0.4830], [3.6448, -0.4573, 1.0870], [2.6025, -0.3083, 1.5973]], "mulliken_spin": [0.97, 0.00, 0.01, 0.00, -0.01, -0.08, 0.00, -0.01, -0.01, 0.00, 0.01, 0.00, 0.00, 0.03, 0.00, 0.01, -0.01, 0.04, -0.03, 0.00, 0.00, 0.00, 0.00, 0.00, 0.00, 0.00, 0.00, 0.00, 0.00, 0.00, 0.00, 0.00, 0.00, 0.00, 0.00, 0.00, 0.00, 0.00, 0.00, 0.00, 0.00, 0.00, 0.00, 0.00, 0.00, 0.00, 0.00, 0.00, 0.01, 0.00, 0.00, 0.00, 0.00, 0.00, 0.00, 0.00, 0.00, -0.01, 0.01, 0.00, 0.01, 0.00, 0.00, 0.00, 0.00, 0.00, 0.00, 0.00, 0.00, 0.00, 0.00, 0.00, -0.01, 0.00, 0.00, 0.00, 0.01, 0.01, -0.04, 0.01, 0.08, 0.00, 0.00, 0.00, 0.00, 0.00, 0.00, 0.00, 0.00, 0.00, 0.00, 0.00, 0.00, 0.00, 0.00, 0.00, 0.00, 0.01, 0.02, -0.04]}

---

Record 2
{"formula": "C16H42ClCoIP3", "method": "ωB97M-V/def2-TZVPD", "s2": 6.0459, "multiplicity": 5, "charge": 2, "e_above_lowest_kcal_mol": 0.0, "orbital_gap_ev": [5.36, 7.18], "symbols": ["C", "I", "H", "H", "H", "Co", "P", "C", "C", "H", "H", "H", "H", "H", "H", "C", "H", "H", "H", "P", "C", "C", "H", "H", "H", "C", "H", "H", "H", "H", "H", "H", "Cl", "C", "C", "C", "P", "C", "C", "C", "C", "C", "C", "H", "H", "H", "H", "H", "H", "H", "H", "H", "H", "H", "H", "H", "H", "H", "H", "H", "H", "H", "H", "H"], "xyz": [[-1.1371, 0.0352, -2.0268], [1.3752, 0.0253, -0.2503], [-1.5931, 0.1566, -3.0314], [-1.4499, 0.8829, -1.4074], [-1.5187, -0.9094, -1.6087], [0.7288, 0.0022, -2.7781], [0.8268, 2.2516, -2.5662], [0.4289, 3.2471, -1.0769], [2.5130, 2.7667, -2.9584], [2.5214, 3.8506, -3.1340], [-0.1656, 4.0078, -3.8778], [2.8487, 2.2307, -3.8540], [-0.0359, 2.4650, -4.8020], [1.1903, 3.1003, -0.3033], [3.1717, 2.5210, -2.1151], [-0.2868, 2.9186, -3.8376], [0.4068, 4.3068, -1.3614], [-1.3223, 2.6690, -3.5758], [-0.5500, 2.9774, -0.6666], [0.7137, -2.2440, -2.5948], [0.2438, -3.1826, -1.0960], [-0.4164, -2.8619, -3.8767], [2.7409, -2.3351, -3.8722], [2.3102, -3.9399, -3.1748], [3.0341, -2.6642, -2.1349], [2.3666, -2.8590, -2.9848], [-0.1490, -2.4067, -4.8371], [-0.3280, -3.9546, -3.9297], [0.0129, -4.2199, -1.3824], [-0.6439, -2.7527, -0.6130], [-1.4460, -2.5845, -3.6171], [1.0681, -3.1893, -0.3706], [1.5039, -0.0086, -4.7586], [1.7224, -1.8305, 2.7880], [0.2028, -1.5810, 2.7402], [-0.3799, -1.6279, 4.1554], [-0.2805, -0.0799, 1.7992], [-2.0394, -0.1128, 1.2495], [-2.9421, -1.0109, 2.1024], [-2.6629, 1.2830, 1.0836], [0.0445, 1.4650, 2.7274], [-0.8486, 1.6078, 3.9649], [1.5292, 1.6584, 3.0720], [2.2246, -1.1483, 3.4856], [2.1953, -1.7398, 1.8042], [1.8839, -2.8575, 3.1395], [-0.2517, -2.3975, 2.1445], [0.1933, -0.9982, 4.8534], [-1.4370, -1.3473, 4.2078], [-0.3063, -2.6663, 4.5149], [-1.9751, -0.5726, 0.2520], [-3.1252, -0.5812, 3.0965], [-3.9132, -1.0932, 1.5967], [-2.5392, -2.0268, 2.2115], [-2.0732, 1.9400, 0.4297], [-3.6540, 1.1631, 0.6259], [-2.7978, 1.7843, 2.0516], [-0.2353, 2.2573, 2.0085], [-0.4364, 1.0613, 4.8260], [-0.8826, 2.6728, 4.2343], [-1.8838, 1.2826, 3.8065], [2.1873, 1.4986, 2.2089], [1.6681, 2.6975, 3.4009], [1.8499, 0.9977, 3.8930]], "mulliken_spin": [0.44, 0.08, 0.04, -0.02, 0.00, 2.85, 0.04, 0.01, 0.01, 0.00, 0.00, 0.00, 0.00, 0.00, 0.01, 0.00, 0.00, 0.00, 0.00, 0.04, 0.00, 0.00, -0.01, 0.01, 0.01, 0.01, 0.00, 0.00, 0.00, 0.00, 0.00, 0.00, 0.28, 0.01, 0.02, 0.01, 0.14, -0.01, 0.01, 0.00, 0.02, 0.01, 0.01, 0.00, 0.00, 0.00, 0.00, 0.00, 0.00, 0.00, 0.00, 0.00, 0.00, 0.00, 0.00, 0.00, 0.00, 0.00, 0.00, 0.00, 0.00, 0.00, 0.00, 0.00]}

---

Record 3
{"formula": "C3H5P", "method": "ωB97M-V/def2-TZVPD", "charge": 0, "e_above_lowest_kcal_mol": 71.7, "smiles": "C=P#CC", "orbital_gap_ev": [7.83, 7.35], "symbols": ["C", "P", "C", "C", "H", "H", "H", "H", "H"], "xyz": [[1.2952, 1.4142, 0.3462], [1.7144, -0.1561, -0.3722], [0.2896, -0.8149, -0.0645], [-1.0873, -0.8890, -0.4323], [0.2334, 1.6863, 0.6099], [1.8980, 1.6694, 1.1835], [-1.5514, -0.2430, -1.1071], [-1.5937, -0.7618, 0.5182], [-1.1983, -1.9053, -0.6816]], "mulliken_charge": [-0.62, -0.11, 0.06, -0.77, 0.22, 0.25, 0.33, 0.31, 0.34]}

---

Record 4
{"formula": "C4H6N2O", "method": "ωB97M-V/def2-TZVPD", "charge": 0, "e_above_lowest_kcal_mol": 118.9, "orbital_gap_ev": 7.36, "symbols": ["C", "C", "C", "C", "N", "N", "O", "H", "H", "H", "H", "H", "H"], "xyz": [[-0.5500, -1.8160, 0.0109], [0.9426, -0.1570, 0.2343], [-1.1193, 0.4890, -0.0677], [1.9712, 0.7716, -0.1718], [0.6708, -1.3707, 0.0034], [-1.5074, -0.7934, -0.0371], [-2.1759, 1.3043, 0.1814], [-0.7831, -2.8717, 0.2486], [1.6657, 1.7183, -0.5524], [2.7555, 0.9496, 0.7504], [2.6737, 0.5449, -1.0529], [-2.5044, -1.0683, 0.0590], [-2.0393, 2.2995, 0.3941]], "mulliken_charge": [-0.17, 0.36, -0.17, -0.88, -0.41, -0.03, -0.49, 0.36, 0.33, 0.21, 0.27, 0.25, 0.37]}

---

Record 5
{"formula": "C5H10N2S", "method": "ωB97M-V/def2-TZVPD", "charge": 0, "e_above_lowest_kcal_mol": 124.7, "smiles": "CC1(C=S)CC1.[H]/N=N/[H]", "orbital_gap_ev": 7.79, "symbols": ["C", "C", "C", "S", "C", "C", "H", "H", "H", "H", "H", "H", "H", "H", "H", "N", "N", "H"], "xyz": [[1.3291, 0.5712, 1.1522], [-0.1478, 0.1588, 0.6344], [-0.8182, 0.9563, -0.4134], [-2.4517, 0.7152, -0.9389], [-0.2154, -1.4087, 0.5805], [-1.0552, -0.6902, 1.5282], [1.3914, 0.0244, 2.1056], [1.3884, 1.5564, 1.3830], [2.2116, 0.3324, 0.4313], [-0.2792, 1.6873, -0.8358], [0.6226, -2.0357, 0.9569], [-0.8677, -1.8342, -0.1339], [-2.1808, -0.4671, 1.3629], [-0.7986, -0.7731, 2.5193], [1.2063, 0.6782, -1.4811], [0.4825, 0.1256, -1.9779], [0.5702, 0.3197, -3.1953], [-0.3875, 0.0835, -3.6779]], "mulliken_charge": [-1.48, 0.94, -0.61, -0.25, -0.61, -0.61, 0.38, 0.47, 0.30, 0.46, 0.27, 0.29, 0.18, 0.31, 0.27, 0.24, -0.80, 0.26]}

---

Which of these has the highest charge?
C16H42ClCoIP3